[1]
The following is a quantum chemistry calculation of a molecular structure, C42H34Cl3GeN6O3P2SSe2Ti in a non-equilibrium geometry, from OMol25.

Geometry as XYZ:
```
95
Properties=species:S:1:pos:R:3:mulliken_charge:R:1
Ti 0.13 -0.27 0.35 -1.025
O -1.71 -0.61 -0.15 0.791
C -2.33 -1.57 0.46 -0.152
C -3.71 -1.74 0.53 -0.771
C -4.24 -2.78 1.25 -0.784
C -3.41 -3.70 1.96 -0.445
C -2.07 -3.59 1.95 -1.629
C -1.39 -2.51 1.18 2.798
C -0.47 -3.06 0.11 -1.637
N 0.36 -2.22 -0.38 0.603
C 1.32 -2.58 -1.43 -0.877
C 1.89 -1.27 -1.97 -0.690
N 1.93 -0.32 -0.86 0.205
C 2.95 0.44 -0.68 -0.439
C 3.04 1.43 0.37 0.473
C 3.94 2.50 0.26 -0.717
C 3.98 3.48 1.23 -0.760
C 3.15 3.37 2.34 -0.576
C 2.29 2.30 2.50 -0.172
C 2.22 1.32 1.51 0.748
O 1.42 0.27 1.65 -0.117
H -4.33 -1.04 -0.01 0.605
H -5.32 -2.91 1.28 0.455
H -3.87 -4.50 2.52 0.468
H -1.44 -4.29 2.49 0.520
H -0.54 -4.08 -0.24 0.534
H 0.82 -3.14 -2.22 0.506
H 2.10 -3.19 -0.98 0.423
H 1.23 -0.87 -2.74 -0.046
H 2.88 -1.42 -2.40 0.439
H 3.79 0.36 -1.37 0.315
H 4.58 2.56 -0.61 0.441
H 4.66 4.31 1.13 0.427
H 3.17 4.14 3.10 0.443
H 1.65 2.22 3.37 0.426
Se -0.54 5.62 3.90 -0.372
P -2.28 4.60 3.32 0.698
C -3.28 5.45 2.07 0.573
C -4.29 4.78 1.39 0.083
C -5.10 5.46 0.50 -0.676
C -4.92 6.82 0.30 -0.711
C -3.92 7.50 0.98 -0.655
C -3.09 6.82 1.86 -0.468
C -3.44 4.26 4.68 0.657
C -4.43 3.28 4.56 0.003
C -5.34 3.10 5.58 -0.859
C -5.27 3.89 6.72 -0.460
C -4.28 4.86 6.84 -0.648
C -3.36 5.04 5.82 -0.606
C -1.91 2.96 2.64 0.240
C -1.44 2.50 1.40 -1.371
N -1.03 1.24 1.60 1.640
N -1.26 0.95 2.86 -0.444
N -1.77 1.95 3.52 -0.996
P -1.44 3.00 -0.31 0.488
Se 0.09 1.85 -1.30 -0.127
C -3.04 2.57 -1.01 1.562
C -3.22 2.73 -2.38 -0.619
C -4.39 2.30 -2.98 -0.945
C -5.38 1.69 -2.22 -0.761
C -5.19 1.51 -0.86 -1.290
C -4.02 1.93 -0.25 -0.538
C -1.09 4.75 -0.46 0.793
C 0.06 5.22 0.17 -0.243
C 0.42 6.55 0.02 -0.728
C -0.34 7.39 -0.78 -0.687
C -1.49 6.92 -1.40 -0.708
C -1.87 5.60 -1.24 -0.380
H -4.45 3.72 1.56 0.182
H -5.87 4.92 -0.04 0.444
H -5.56 7.36 -0.39 0.408
H -3.78 8.56 0.83 0.434
H -2.29 7.33 2.39 0.353
H -4.47 2.65 3.69 0.194
H -6.10 2.34 5.49 0.432
H -5.99 3.75 7.52 0.384
H -4.22 5.46 7.74 0.409
H -2.57 5.77 5.91 0.352
H -2.43 3.15 -2.99 0.547
H -4.51 2.39 -4.05 0.409
H -6.28 1.33 -2.69 0.449
H -5.95 1.01 -0.26 0.536
H -3.85 1.74 0.80 0.774
H 0.66 4.56 0.78 0.328
H 1.30 6.92 0.53 0.460
H -0.05 8.43 -0.90 0.402
H -2.09 7.58 -2.01 0.465
H -2.78 5.24 -1.71 0.389
O -1.64 -1.68 4.12 -0.526
S -0.54 -1.10 3.39 0.436
N -0.45 -1.58 1.91 0.236
Cl -0.19 -2.14 -4.97 -0.472
Ge -1.50 -1.28 -3.30 0.617
Cl -2.13 -3.35 -2.45 -0.426
Cl -3.43 -0.92 -4.41 -0.446
```

Output
**Lowest unoccupied orbital energy (spin up / spin down)**: -1.52 / -1.27 eV
**HOMO-LUMO gap (spin up / spin down)**: 5.2 / 6.1 eV
**Largest force on an atom**: 1.1 eV Å⁻¹
**Energy above the lowest of the compared OMol25 structures with the same formula, charge and spin**: 28.4 kcal per mole
**Charge**: 0
**E_tot**: -336498.87379 eV
**2S+1**: 2

---

[2]
The following is a quantum chemistry calculation of 2 unconnected molecules or ions with the total composition C3H5NO2 in a non-equilibrium geometry, from OMol25.

Geometry as XYZ:
```
11
Properties=species:S:1:pos:R:3:mulliken_charge:R:1
H -2.43 -0.51 -1.41 0.289
N -2.03 0.20 -0.80 -0.601
C -0.92 -0.15 -0.35 0.511
O -0.15 -1.28 -0.54 -0.368
C 0.90 -0.86 0.37 -0.136
C 0.06 0.38 0.71 0.284
O 0.02 1.16 1.61 -0.537
H 1.86 -0.80 -0.15 0.242
H 0.95 -1.48 1.26 0.251
H 0.79 1.85 -0.03 -0.010
H 0.94 1.49 -0.67 0.076
```

Output
**Lowest unoccupied orbital energy**: -0.20 eV
**SMILES**: [H]/N=C1\OCC1=O.[H][H]
**HOMO-LUMO gap**: 10.3 eV
**Largest force on an atom**: 1.6 eV Å⁻¹
**Energy above the lowest of the compared OMol25 structures with the same formula, charge and spin**: 89.7 kcal per mole
**Charge**: 0
**E_tot**: -8773.80482 eV
**2S+1**: 1

---

[3]
The following is a quantum chemistry calculation of 2 unconnected molecules or ions with the total composition C3H9NO in a non-equilibrium geometry, from OMol25.

Geometry as XYZ:
```
14
Properties=species:S:1:pos:R:3:mulliken_charge:R:1
C 1.53 0.56 2.36 -0.236
N 2.09 0.60 1.24 -0.441
H 0.68 0.04 2.80 0.241
H 2.16 0.85 3.23 0.207
H 3.13 0.73 1.47 0.268
C -1.70 -0.29 -2.04 -1.133
C -0.75 -0.04 -0.88 0.004
O -0.41 -1.24 -0.25 -0.515
H -1.22 -0.72 -2.89 0.306
H -2.26 0.59 -2.41 0.314
H -2.31 -1.17 -1.77 0.298
H 0.22 0.44 -1.25 0.223
H -1.25 0.66 -0.16 0.221
H 0.09 -1.00 0.54 0.242
```

Output
**Lowest unoccupied orbital energy**: 0.84 eV
**SMILES**: C=N.CCO
**HOMO-LUMO gap**: 10.6 eV
**Largest force on an atom**: 3.6 eV Å⁻¹
**Energy above the lowest of the compared OMol25 structures with the same formula, charge and spin**: 60.0 kcal per mole
**Charge**: 0
**E_tot**: -6792.45504 eV
**2S+1**: 1

---

[4]
The following is a quantum chemistry calculation of C7H14 in the gas phase in a non-equilibrium geometry, from OMol25.

Geometry as XYZ:
```
21
Properties=species:S:1:pos:R:3:mulliken_charge:R:1
C -1.24 1.84 0.53 -1.222
C -0.28 1.13 -0.38 -0.426
C -0.49 -0.28 -0.85 0.244
C -1.63 -1.07 -0.19 -1.549
C 0.76 -0.19 -0.07 1.193
C 0.97 -0.99 1.18 -1.528
C 1.99 -0.05 -0.98 -1.754
H -2.15 2.19 0.00 0.302
H -0.75 2.75 0.89 0.365
H -1.58 1.25 1.39 0.290
H 0.74 1.47 -0.20 0.420
H -0.38 -0.55 -1.90 0.389
H -1.38 -2.14 -0.20 0.366
H -2.57 -0.94 -0.73 0.373
H -1.82 -0.80 0.85 0.306
H 1.90 -0.73 1.68 0.436
H 1.01 -2.05 0.90 0.298
H 0.15 -0.86 1.89 0.267
H 1.79 0.65 -1.80 0.416
H 2.89 0.32 -0.46 0.406
H 2.24 -1.02 -1.43 0.408
```

Output
**Lowest unoccupied orbital energy**: 1.02 eV
**SMILES**: C[C@@H]1[C@H](C)C1(C)C
**HOMO-LUMO gap**: 8.7 eV
**Largest force on an atom**: 2.4 eV Å⁻¹
**Energy above the lowest of the compared OMol25 structures with the same formula, charge and spin**: 70.1 kcal per mole
**Charge**: 0
**E_tot**: -7483.25556 eV
**2S+1**: 1

---

- Which formula does entry 1 have?
  C42H34Cl3GeN6O3P2SSe2Ti

---

- What is the formula in the third record?
  C3H9NO

---

Please write out number 3 again, unchanged.
The following is a quantum chemistry calculation of 2 unconnected molecules or ions with the total composition C3H9NO in a non-equilibrium geometry, from OMol25.

Geometry as XYZ:
```
14
Properties=species:S:1:pos:R:3:mulliken_charge:R:1
C 1.53 0.56 2.36 -0.236
N 2.09 0.60 1.24 -0.441
H 0.68 0.04 2.80 0.241
H 2.16 0.85 3.23 0.207
H 3.13 0.73 1.47 0.268
C -1.70 -0.29 -2.04 -1.133
C -0.75 -0.04 -0.88 0.004
O -0.41 -1.24 -0.25 -0.515
H -1.22 -0.72 -2.89 0.306
H -2.26 0.59 -2.41 0.314
H -2.31 -1.17 -1.77 0.298
H 0.22 0.44 -1.25 0.223
H -1.25 0.66 -0.16 0.221
H 0.09 -1.00 0.54 0.242
```

Output
**Lowest unoccupied orbital energy**: 0.84 eV
**SMILES**: C=N.CCO
**HOMO-LUMO gap**: 10.6 eV
**Largest force on an atom**: 3.6 eV Å⁻¹
**Energy above the lowest of the compared OMol25 structures with the same formula, charge and spin**: 60.0 kcal per mole
**Charge**: 0
**E_tot**: -6792.45504 eV
**2S+1**: 1